Formula: C6H12O
Source: OMol25
Level of theory: ωB97M-V/def2-TZVPD

F_max: 0.60 eV Å⁻¹
E_HOMO (alpha / beta): -7.3 / -7.3 eV
Relative energy (zero: lowest compared OMol25 entry of this formula, charge and spin): 4.6723 eV
Kohn-Sham gap (alpha / beta): 6.980 / 6.978 eV
Total energy: -310.8876 hartree

Structure (ORCA input):
```
! wB97M-V def2-TZVPD RIJCOSX def2/J DEFGRID3
* xyz 0 1
C -2.02341 -1.00095 -0.94752
C -0.80409 -0.22805 -0.59310
C -0.81153 1.00586 0.94885
C -0.02486 -0.41491 0.54915
O 1.81910 -1.64705 0.38428
C 1.56454 -0.38654 0.58230
C 2.13411 0.59627 -0.45998
H -2.76890 -0.38660 -1.46185
H -1.69406 -1.79215 -1.63966
H -2.46901 -1.48088 -0.07138
H -0.45457 0.50677 -1.31791
H -0.66843 0.93708 2.03296
H -1.88544 1.12918 0.77727
H -0.26846 1.86400 0.55290
H -0.35052 -1.20444 1.22634
H 1.80123 0.03743 1.60435
H 1.88840 0.24406 -1.46886
H 3.22401 0.58641 -0.36559
H 1.79189 1.63448 -0.33255
*
```

Atom-resolved charges from natural (NBO), all expressed in e:
1 C -0.68
2 C 0.14
3 C -0.58
4 C -0.24
5 O -0.80
6 C 0.18
7 C -0.66
8 H 0.23
9 H 0.27
10 H 0.23
11 H 0.22
12 H 0.28
13 H 0.23
14 H 0.24
15 H 0.24
16 H 0.09
17 H 0.20
18 H 0.23
19 H 0.18



Formula: C20H46P4PrS
Source: OMol25
Level of theory: ωB97M-V/def2-TZVPD

F_max: 2.72 eV Å⁻¹
E_HOMO (alpha / beta): -17.2 / -17.2 eV
<S²>: 2.01
Kohn-Sham gap (alpha / beta): 6.625 / 7.373 eV
Total energy: -3069.2266 hartree

Structure (ORCA input):
```
! wB97M-V def2-TZVPD RIJCOSX def2/J DEFGRID3
* xyz 3 3
Pr 1.25195 1.37332 -0.47702
P -0.65315 -1.25230 0.49132
P 2.97970 -0.34016 1.07566
P -1.58184 1.17898 -2.26744
H 4.18901 2.66175 -3.97653
C 3.23520 3.20838 -3.92389
C 2.62027 3.98133 -3.01402
H 2.67993 3.83384 -1.95000
C -0.56551 -2.69567 -0.64588
C -0.41634 -2.24858 2.03594
C -2.48028 -1.08529 0.64121
C 4.70430 0.23369 1.22895
C 2.70895 -0.98440 2.77698
C 3.19295 -1.89769 0.11295
C -1.88939 2.29341 -3.73384
C -3.21399 1.52959 -1.53328
C -1.97745 -0.46100 -3.05913
H 2.67873 3.05645 -4.84531
H 1.79660 4.63283 -3.32998
H -1.26288 -3.45949 -0.27704
H 0.45771 -3.09304 -0.65781
H -0.82325 -2.41297 -1.67208
H -1.27426 -2.91087 2.15134
H -0.33934 -1.60300 2.90709
H 0.48901 -2.84848 1.96123
H -2.85725 -1.80060 1.38577
H -2.98209 -1.30028 -0.30643
H -2.75072 -0.07342 0.96480
H 5.31992 -0.65982 1.46501
H 4.76470 0.95208 2.06519
H 5.05677 0.74148 0.31078
H 3.16050 -1.98278 2.90615
H 1.62696 -1.07084 2.95052
H 3.14492 -0.32156 3.54202
H 4.22221 -2.24358 0.18040
H 2.95793 -1.72308 -0.93693
H 2.52474 -2.66579 0.49441
H -2.83324 1.96548 -4.22484
H -1.06966 2.33355 -4.47898
H -2.00807 3.31010 -3.32459
H -3.92359 1.66124 -2.34874
H -3.16838 2.45781 -0.97400
H -3.59353 0.77219 -0.85810
H -2.64487 -0.27844 -3.90594
H -2.47852 -1.14306 -2.36602
H -1.09170 -0.96963 -3.44646
C 2.46534 0.41044 -3.36394
C 2.34307 -0.73477 -4.16813
C 3.49263 -1.47272 -4.47092
C 4.70087 -1.09896 -3.88256
C 4.74909 -0.10714 -2.90295
C 3.59046 0.60647 -2.54286
S 1.21129 1.67280 -3.58877
H 0.09067 0.96366 -4.05177
H 1.38657 -0.95900 -4.63607
H 3.41060 -2.36963 -5.08957
H 5.62798 -1.64982 -4.13344
H 5.65188 0.03777 -2.31739
H 3.63224 1.50875 -1.91898
C -2.04678 2.77666 1.45935
P -0.34129 2.13103 1.63147
C 0.49952 3.62008 2.28585
C -0.53996 1.15925 3.16026
H -2.17546 3.33098 0.52002
H -2.22193 3.46215 2.30003
H -2.79454 1.97282 1.48055
H -0.08906 3.99914 3.15677
H 1.52276 3.35781 2.59876
H 0.57700 4.39198 1.50446
H -0.83131 1.85237 3.96776
H -1.30908 0.37652 3.07175
H 0.41230 0.68548 3.42937
*
```

Atom-resolved charges from Mulliken, all expressed in e:
1 Pr 0.25
2 P 0.80
3 P 1.11
4 P 0.72
5 H 0.37
6 C -0.79
7 C -0.49
8 H 0.30
9 C -1.26
10 C -1.70
11 C -1.06
12 C -1.25
13 C -0.97
14 C -1.16
15 C -1.31
16 C -1.49
17 C -1.24
18 H 0.50
19 H 0.33
20 H 0.42
21 H 0.40
22 H 0.26
23 H 0.60
24 H 0.40
25 H 0.42
26 H 0.52
27 H 0.52
28 H -0.10
29 H 0.44
30 H 0.44
31 H 0.29
32 H 0.44
33 H -0.05
34 H 0.46
35 H 0.51
36 H 0.08
37 H 0.40
38 H 0.48
39 H 0.57
40 H 0.39
41 H 0.49
42 H 0.35
43 H 0.40
44 H 0.50
45 H 0.49
46 H 0.20
47 C 1.01
48 C -0.95
49 C -0.60
50 C -0.63
51 C -0.90
52 C -0.52
53 S -0.12
54 H 0.13
55 H 0.38
56 H 0.48
57 H 0.41
58 H 0.50
59 H 0.93
60 C -1.26
61 P 1.02
62 C -1.29
63 C -1.22
64 H 0.30
65 H 0.54
66 H 0.35
67 H 0.49
68 H 0.42
69 H 0.45
70 H 0.54
71 H 0.31
72 H 0.26